Formula: C3H2N2
Source: the OMol25 dataset
Level of theory: the ωB97M-V functional and the def2-TZVPD basis

* relative energy (zero: lowest compared OMol25 entry of this formula, charge and spin): 162.7 kcal per mole
* orbital gap (spin up / spin down): 8.5 / 7.7 eV
* HOMO energy (spin up / spin down): -0.4086 / -0.4127 Eh
* spin multiplicity: 1
* M: 66.063 u

Structure (XYZ):
```
7
Properties=species:S:1:pos:R:3:forces:R:3
H -1.400745 -0.300962 0.737239 0.106 -0.566 -0.306
N -1.842352 0.349140 1.364489 1.931 -1.439 1.381
C 1.660139 0.419860 -0.777499 -0.069 0.225 0.059
C -2.873370 0.879397 0.935307 1.013 -0.139 0.059
C 0.605814 0.276886 -0.225717 -0.054 -0.008 0.049
N -3.638097 1.672620 0.594272 -3.066 2.048 -1.139
H 2.554762 0.648931 -1.300629 0.139 -0.122 -0.103
```
Forces are in eV/Å.